# C29H32MoN2P2S3

C29H32MoN2P2S3 as an isolated structure (ωB97M-V/def2-TZVPD, OMol25).

## Properties
expectation value of S² = 2.130
multiplicity = 3
LUMO energy (alpha / beta) = -0.3090 / -0.2828 hartree
net charge = +2
E_HOMO (alpha / beta) = -13.38 / -13.37 eV
frontier orbital gap (alpha / beta) = 4.9684 / 5.6794 eV

```
69
Properties=species:S:1:pos:R:3:forces:R:3
Mo 2.3958 -0.7482 0.8590 0.5534 0.2309 -0.0641
N 2.2938 -2.2636 2.4778 -0.0639 0.0751 0.0967
C 1.9360 -1.6314 3.7843 -0.0133 -0.0166 0.0870
C 2.9434 -0.5591 4.1860 0.0022 -0.0206 -0.0001
C 2.7599 0.7874 3.4990 -0.0264 0.0452 0.0905
N 3.2610 0.7938 2.0850 -0.0418 -0.0566 -0.0682
H 1.6436 -3.0227 2.2774 -0.0422 0.0374 -0.0194
H 3.2097 -2.7012 2.5714 -0.0314 -0.0677 -0.0395
H 1.8842 -2.4059 4.5504 0.0420 0.0064 -0.0159
H 0.9385 -1.1991 3.6824 0.0283 -0.0263 0.0316
H 3.9669 -0.9266 4.0489 -0.0006 0.0088 0.0220
H 2.8376 -0.3890 5.2581 -0.0357 0.0086 -0.0132
H 3.2938 1.5650 4.0459 0.0238 -0.0291 -0.0200
H 1.7042 1.0637 3.4731 0.0217 0.0172 0.0172
H 4.2719 0.6499 2.0806 0.0036 0.0316 -0.0023
H 3.0988 1.7181 1.6870 0.0007 -0.0083 -0.0196
S 5.8897 -0.2075 -1.8646 -0.1082 -0.0539 0.0932
C 4.6870 -0.6837 -0.9329 0.0435 0.0071 0.0433
S 2.9679 -0.2326 -1.2690 0.1000 0.0394 0.0539
S 4.6740 -1.6180 0.5539 -0.1366 0.0104 -0.1192
C -0.3778 1.3163 -0.6702 -0.1336 0.0471 -0.0285
P 0.0514 0.2579 0.7338 -0.0789 -0.1481 0.2103
C -0.6533 0.9589 2.2407 -0.0348 0.0045 -0.0429
C -0.5453 2.3355 2.4495 -0.0087 -0.0064 -0.0249
C -0.9953 2.8951 3.6357 0.0103 0.0205 -0.0008
C -1.5550 2.0876 4.6168 -0.0080 -0.0278 0.0101
C -1.6712 0.7188 4.4109 0.0031 0.0213 0.0133
C -1.2199 0.1518 3.2278 0.0003 0.0205 -0.0031
C -0.6909 -1.3573 0.4351 -0.0198 -0.0261 -0.0203
C 0.1867 -2.3481 -0.0073 0.2009 -0.2313 0.0299
C -0.2560 -3.6000 -0.4027 -0.0589 0.0064 0.0668
C -1.6201 -3.8644 -0.3541 0.0353 0.0110 0.0043
C -2.5097 -2.8962 0.0935 -0.0159 -0.0191 0.0022
C -2.0518 -1.6484 0.4874 0.0135 0.0115 0.0187
P -0.1854 0.2810 -2.2232 0.0554 0.1921 -0.0859
C 0.0852 1.5866 -3.4585 -0.0105 -0.0040 0.0200
C -0.7691 2.6798 -3.6032 -0.0042 -0.0040 -0.0136
C -0.5113 3.6371 -4.5677 -0.0050 0.0315 -0.0245
C 0.5958 3.5066 -5.4005 -0.0184 0.0184 -0.0029
C 1.4429 2.4188 -5.2703 0.0071 -0.0095 -0.0003
C 1.1883 1.4590 -4.2990 -0.0054 0.0051 0.0366
C -1.8847 -0.2913 -2.5485 0.0199 -0.1179 -0.0022
C -1.9684 -1.3527 -3.4523 0.0083 -0.0146 0.0639
C -3.1971 -1.8867 -3.8067 -0.0227 -0.0093 0.0077
C -4.3605 -1.3762 -3.2482 0.0028 0.0065 0.0086
C -4.2885 -0.3241 -2.3456 -0.0373 -0.0260 -0.0136
C -3.0590 0.2163 -1.9996 -0.0076 0.0697 -0.0346
H 0.3162 2.1567 -0.7336 0.0830 -0.0788 -0.0190
H -1.3738 1.7311 -0.5058 -0.0006 0.0030 -0.0512
H -0.1280 2.9791 1.6826 -0.0004 0.0007 -0.0043
H -0.9202 3.9631 3.7899 -0.0018 0.0023 -0.0044
H -1.9151 2.5274 5.5370 0.0020 -0.0004 0.0021
H -2.1276 0.0943 5.1672 -0.0017 -0.0039 0.0025
H -1.3333 -0.9137 3.0667 -0.0160 0.0017 0.0008
H 1.2874 -2.2091 -0.1419 -0.2927 -0.0183 -0.2579
H 0.4406 -4.3468 -0.7581 -0.0019 -0.0015 -0.0104
H -1.9893 -4.8301 -0.6716 0.0029 -0.0051 -0.0047
H -3.5696 -3.1097 0.1196 -0.0017 0.0008 0.0008
H -2.7562 -0.8948 0.8162 0.0048 0.0110 -0.0009
H -1.6498 2.7742 -2.9777 -0.0022 0.0006 0.0063
H -1.1775 4.4816 -4.6826 -0.0006 0.0026 -0.0030
H 0.7889 4.2534 -6.1587 0.0006 0.0051 -0.0007
H 2.2964 2.3116 -5.9261 0.0004 0.0020 -0.0007
H 1.8448 0.6019 -4.2021 0.0021 -0.0050 -0.0019
H -1.0627 -1.7640 -3.8851 0.0066 0.0076 0.0019
H -3.2459 -2.7010 -4.5171 -0.0050 -0.0022 -0.0077
H -5.3213 -1.7905 -3.5225 -0.0077 -0.0006 0.0009
H -5.1937 0.0865 -1.9177 -0.0087 -0.0009 -0.0045
H -3.0483 1.0476 -1.3057 0.0320 0.0185 0.0074
```
Forces are in eV/Å.

Formally, the Löwdin partial charges of the atoms, in units of the elementary charge, are as follows:
1. Mo 0.95
2. N -0.10
3. C -0.20
4. C -0.16
5. C -0.19
6. N -0.10
7. H 0.11
8. H 0.08
9. H 0.14
10. H 0.09
11. H 0.13
12. H 0.14
13. H 0.14
14. H 0.10
15. H 0.09
16. H 0.12
17. S 0.75
18. C -1.71
19. S 0.54
20. S 0.50
21. C -0.48
22. P 0.89
23. C -0.39
24. C -0.10
25. C -0.05
26. C -0.04
27. C -0.05
28. C -0.11
29. C -0.41
30. C -0.19
31. C -0.04
32. C -0.03
33. C -0.03
34. C -0.07
35. P 0.98
36. C -0.40
37. C -0.09
38. C -0.06
39. C -0.06
40. C -0.07
41. C -0.11
42. C -0.39
43. C -0.10
44. C -0.06
45. C -0.06
46. C -0.07
47. C -0.11
48. H 0.06
49. H 0.05
50. H 0.11
51. H 0.12
52. H 0.12
53. H 0.12
54. H 0.10
55. H 0.03
56. H 0.12
57. H 0.13
58. H 0.13
59. H 0.12
60. H 0.10
61. H 0.11
62. H 0.11
63. H 0.11
64. H 0.08
65. H 0.11
66. H 0.11
67. H 0.11
68. H 0.11
69. H 0.09

=====

# C29H32N2P2S2Yb

C29H32N2P2S2Yb as an isolated structure in a non-equilibrium geometry (ωB97M-V/def2-TZVPD, OMol25).

## Properties
expectation value of S² = 0.756
multiplicity = 2
LUMO energy (alpha / beta) = -0.0979 / -0.1345 hartree
net charge = +1
E_HOMO (alpha / beta) = -10.12 / -10.05 eV
frontier orbital gap (alpha / beta) = 7.4552 / 6.3907 eV

```
68
Properties=species:S:1:pos:R:3:forces:R:3
Yb 1.8243 -1.3262 0.3318 -0.9645 0.5065 -0.3286
S 2.3458 1.3413 -0.6538 1.2558 0.3541 -0.5468
P 0.5356 1.8699 -0.0818 -1.5641 0.2928 0.4063
C -0.1738 0.3226 -0.0829 0.3011 0.4260 0.8932
P -1.1078 -1.0090 -0.4767 -0.6494 0.2995 -1.0015
S -0.0588 -2.4396 -1.4732 0.0660 0.3788 0.5633
C -2.5627 -0.7575 -1.5449 -1.0443 -1.4041 0.4321
C -3.5954 -1.7048 -1.3818 -0.7854 1.5942 -3.4623
C -4.5431 -1.8781 -2.4605 1.8247 -0.3606 2.6363
C -4.4536 -1.0985 -3.5742 -0.4387 -0.7762 0.5996
C -3.5573 -0.0772 -3.6373 0.4630 0.4610 0.2462
C -2.6008 0.0669 -2.6714 1.4840 1.3843 1.1138
C -1.7140 -1.5597 1.1328 -1.6473 0.3182 -0.2554
C -2.2847 -0.5808 2.0033 1.6412 0.3497 -1.2765
C -2.9571 -0.9943 3.1299 -0.5442 1.0700 -0.3135
C -3.2365 -2.3335 3.3561 0.2085 0.0014 0.5725
C -2.6352 -3.2474 2.5511 0.1157 -1.6398 -0.9653
C -1.9823 -2.9001 1.3680 0.9413 -0.1551 0.3217
C 0.5096 2.6742 1.5817 -0.5549 0.0437 0.2976
C 0.7101 4.0793 1.6372 0.2633 -1.0418 -0.4757
C 0.8667 4.6984 2.8592 -0.9636 -1.2935 1.1451
C 0.5614 3.9402 4.0300 1.3068 1.2879 -0.3881
C 0.4293 2.5403 3.9836 -0.6376 0.6514 1.5650
C 0.3312 1.9075 2.7727 1.2031 1.3195 -2.1850
C -0.3774 3.1045 -1.1258 1.8651 0.0424 0.2399
C -1.7521 3.1652 -0.9798 0.8539 0.7411 -1.9507
C -2.4597 3.9011 -1.9140 0.2519 0.3001 -1.2078
C -1.8258 4.5883 -2.9636 0.0820 0.3022 0.9023
C -0.4410 4.7090 -2.9210 0.5944 -0.6297 0.5418
C 0.3218 3.9555 -2.0173 -2.7143 -0.5121 0.4666
H -3.7476 -2.2540 -0.5187 0.0921 -1.1445 1.5568
H -5.2462 -2.6811 -2.3261 -0.3783 -0.0013 -0.2632
H -5.1141 -1.2954 -4.3593 -0.9723 -0.0187 -1.1853
H -3.6562 0.6219 -4.4196 0.2702 0.6886 -0.9049
H -1.8858 0.9237 -2.6711 -0.4861 -0.8308 -0.4058
H -2.1004 0.5124 1.7183 -0.4310 -1.6103 0.8270
H -3.2976 -0.1953 3.7520 -0.5317 0.0959 0.5708
H -3.8811 -2.7549 4.1238 0.2397 0.6920 0.2825
H -2.7087 -4.2997 2.8175 -0.2533 0.0858 -0.2621
H -1.6337 -3.6748 0.6661 -0.1115 0.4493 0.4154
H 0.7655 4.6730 0.7232 0.1953 -0.2991 0.1475
H 1.1908 5.7290 2.9350 -0.3881 0.0260 0.0198
H 0.5705 4.5758 4.9418 0.0107 -1.1812 -0.3174
H 0.3659 1.9470 4.9216 -0.1300 0.6201 -0.7269
H 0.2616 0.8521 2.6430 -0.2438 -0.6883 0.2613
H -2.2480 2.5511 -0.3069 -0.8994 -0.9683 1.3171
H -3.5225 3.8967 -1.9525 -0.7528 -0.1227 0.3550
H -2.4226 5.1124 -3.7191 0.3067 -0.2340 0.3690
H 0.1225 5.3556 -3.5544 -0.0414 0.3927 -0.6811
H 1.3680 4.0416 -1.9560 1.1800 -0.0776 -0.2093
N 4.0958 -1.0707 1.0174 1.6433 0.8293 -1.0333
C 5.1426 -2.1113 0.7034 0.1959 -0.0086 1.4776
C 5.1859 -2.3898 -0.7945 0.9193 -0.3772 -1.1294
C 3.8194 -2.7376 -1.4840 0.7697 1.1816 0.8865
C 3.0902 -3.9683 -0.9620 0.0920 0.2822 -0.4234
N 2.3816 -3.7433 0.2997 -0.8361 0.5902 -0.6299
H 4.3149 -0.3123 0.3023 -0.4465 -0.6846 1.4350
H 4.2806 -0.6546 1.9411 0.0037 -0.1323 -0.5857
H 4.9404 -3.0113 1.3383 -0.1736 0.4405 -0.8116
H 6.1226 -1.7754 1.1273 -0.5374 -0.1263 -0.8151
H 5.9257 -3.2148 -0.9799 -0.8087 0.4037 0.3052
H 5.6861 -1.5515 -1.3735 -0.8022 -0.5191 0.8562
H 3.9893 -2.9462 -2.5167 0.4743 0.0195 -0.8241
H 3.2166 -1.7728 -1.5537 0.2374 -1.1422 0.1057
H 3.7719 -4.8053 -0.8490 0.3676 -0.0450 -0.1458
H 2.3996 -4.2547 -1.7670 -0.1772 0.0022 0.5681
H 2.8539 -4.0839 1.0995 0.5957 -0.6588 0.6753
H 1.4858 -4.1906 0.2155 -0.4056 -0.2404 0.3360
```
Forces are in eV/Å.

Formally, the Löwdin partial charges of the atoms, in units of the elementary charge, are as follows:
1. Yb 1.01
2. S 0.28
3. P 0.39
4. C -0.57
5. P 0.37
6. S 0.29
7. C -0.34
8. C -0.05
9. C -0.04
10. C -0.09
11. C -0.08
12. C -0.08
13. C -0.37
14. C -0.08
15. C -0.07
16. C -0.07
17. C -0.09
18. C -0.11
19. C -0.30
20. C -0.08
21. C -0.06
22. C -0.05
23. C -0.09
24. C -0.11
25. C -0.34
26. C -0.10
27. C -0.07
28. C -0.06
29. C -0.07
30. C -0.07
31. H 0.07
32. H 0.10
33. H 0.10
34. H 0.10
35. H 0.11
36. H 0.12
37. H 0.10
38. H 0.12
39. H 0.11
40. H 0.09
41. H 0.11
42. H 0.11
43. H 0.12
44. H 0.12
45. H 0.07
46. H 0.09
47. H 0.10
48. H 0.11
49. H 0.10
50. H 0.08
51. N -0.12
52. C -0.26
53. C -0.19
54. C -0.22
55. C -0.27
56. N -0.09
57. H 0.05
58. H 0.10
59. H 0.11
60. H 0.12
61. H 0.13
62. H 0.13
63. H 0.11
64. H 0.07
65. H 0.12
66. H 0.11
67. H 0.07
68. H 0.05

=====

# C29H32N3O2Ru

C29H32N3O2Ru as an isolated structure in a non-equilibrium geometry (ωB97M-V/def2-TZVPD, OMol25).

## Properties
expectation value of S² = 6.027
multiplicity = 5
LUMO energy (alpha / beta) = -0.3673 / -0.4228 hartree
net charge = +3
E_HOMO (alpha / beta) = -16.91 / -17.67 eV
frontier orbital gap (alpha / beta) = 6.9206 / 6.1648 eV

```
67
Properties=species:S:1:pos:R:3:forces:R:3
Ru -1.7010 -0.3710 0.3530 -0.0242 -1.0732 -0.3926
C -0.4761 -1.9468 3.2681 0.0005 0.0783 0.0066
C -1.5616 -2.8959 2.7491 -0.0223 -0.1440 -0.0914
C -2.7725 -2.9074 3.6730 -0.0364 0.0279 0.0126
C -1.9045 -2.5643 1.3110 0.0726 -0.1669 0.0572
C -0.9340 -2.6407 0.2910 0.1823 0.1445 0.3820
C -1.2398 -2.3355 -1.0451 0.0891 0.2694 -0.2009
C -2.5217 -1.9179 -1.4394 -0.0361 0.0277 -0.1221
C -2.8862 -1.7108 -2.8740 0.0395 0.0493 0.0199
C -3.4491 -1.6952 -0.4054 -0.0681 0.1638 0.0542
C -3.1522 -2.0445 0.9322 -0.0301 0.1219 0.1341
H -0.3065 -2.1178 4.3302 0.0166 -0.0290 -0.0085
H -0.7858 -0.8985 3.1569 -0.0195 -0.0188 0.0174
H 0.4764 -2.0837 2.7576 0.0023 -0.0039 -0.0141
H -1.1406 -3.9066 2.7193 0.0010 0.0016 0.0402
H -3.1897 -1.9044 3.8075 0.0104 -0.0012 0.0004
H -2.4736 -3.2584 4.6589 0.0064 -0.0087 -0.0054
H -3.5607 -3.5719 3.3175 0.0041 -0.0043 -0.0033
H 0.0628 -2.9856 0.5379 0.0002 -0.0087 -0.0092
H -0.4795 -2.4837 -1.8022 -0.0003 0.0643 -0.0094
H -3.3582 -2.6224 -3.2497 -0.0062 0.0016 -0.0026
H -2.0090 -1.5165 -3.4879 0.0006 -0.0073 -0.0099
H -3.6008 -0.8982 -2.9949 -0.0136 -0.0121 -0.0095
H -4.4298 -1.3009 -0.6424 -0.0166 -0.0477 -0.0068
H -3.9086 -1.9055 1.6916 -0.0462 -0.0582 -0.0319
O 6.1340 -0.0467 -3.7610 -0.0725 0.0044 0.0517
C 5.2747 0.8905 -3.3837 0.2255 0.0902 0.1245
O 5.1497 1.9363 -3.9514 -0.0846 -0.0577 -0.0651
C 4.3490 0.6464 -2.2124 -0.0704 -0.0527 -0.0636
C 3.4362 -0.3267 -2.2947 0.0435 0.0151 -0.0027
C 2.2710 -0.3901 -1.3745 -0.0814 0.1437 -0.1084
C 1.0868 1.2114 -0.4394 -0.0643 -0.1494 0.1595
C 1.8299 2.5511 -0.7168 0.0531 0.0369 0.0727
C 4.3876 1.7222 -1.1383 0.0209 -0.0013 0.0261
N -0.1681 1.0984 0.2888 -0.1398 0.4848 0.0447
C -0.4527 2.0513 1.1098 0.1002 -0.0815 -0.0831
C -1.7164 2.0590 1.8351 0.0311 0.0043 -0.0470
C -2.0465 3.0546 2.7286 -0.0090 0.0106 -0.0087
C -3.3132 3.0375 3.3142 0.0097 -0.0001 -0.0128
C -4.1932 2.0364 2.9556 -0.0158 -0.0034 0.0070
C -3.7875 1.0578 2.0532 0.0322 0.0078 -0.0236
N -2.5688 1.0512 1.5119 -0.0701 0.4951 0.1695
H 6.2062 -0.7663 -3.1183 -0.0019 -0.0092 -0.0588
H 3.4881 -1.0488 -3.1021 -0.0010 -0.0202 0.0172
H 1.8565 -1.3881 -1.2513 -0.0087 -0.0010 0.0262
H 1.7213 3.4390 -0.0948 -0.0589 -0.0169 0.0271
H 4.6087 2.6838 -1.6024 -0.0234 -0.0005 -0.0116
H 0.2194 2.8902 1.2596 0.0198 0.0142 0.0138
H -1.3367 3.8381 2.9596 0.0053 -0.0039 0.0024
H -3.6013 3.8035 4.0219 -0.0046 0.0010 -0.0014
H -5.1946 1.9942 3.3615 0.0012 0.0067 0.0048
H -4.4648 0.2716 1.7547 0.0021 -0.0142 0.0076
C 2.6209 -0.2890 1.2265 0.0248 -0.0016 -0.0040
C 2.3731 0.4409 -0.0680 0.1374 -0.0362 0.0691
C 3.1103 1.7191 -0.3957 -0.0694 -0.0594 -0.1258
C 1.5650 2.7704 -2.1605 0.0515 -0.0796 -0.0579
C 1.2427 1.5407 -2.7492 0.0869 0.0850 -0.0446
C 1.2629 1.2237 -4.1923 -0.0456 -0.0369 0.0280
N 1.0971 0.6049 -1.7777 -0.1158 -0.2314 0.0335
H 3.6030 -0.7635 1.2101 0.0082 0.0153 -0.0040
H 1.8743 -1.0693 1.3798 -0.0036 -0.0022 0.0044
H 2.6021 0.3934 2.0767 -0.0188 0.0010 -0.0015
H 5.2281 1.4979 -0.4699 0.0145 0.0179 -0.0125
H 1.7538 3.6764 -2.7211 -0.0255 0.0389 0.0436
H 1.4977 2.1038 -4.7845 0.0072 -0.0030 -0.0069
H 0.2916 0.8271 -4.4970 -0.0098 0.0201 -0.0072
H 2.0039 0.4498 -4.4046 0.0139 0.0029 0.0107
```
Forces are in eV/Å.

Formally, the Löwdin partial charges of the atoms, in units of the elementary charge, are as follows:
1. Ru 1.28
2. C -0.04
3. C -0.36
4. C -0.05
5. C -0.22
6. C -0.06
7. C -0.06
8. C -0.29
9. C 0.00
10. C -0.07
11. C -0.09
12. H 0.10
13. H 0.07
14. H 0.06
15. H 0.16
16. H 0.08
17. H 0.10
18. H 0.10
19. H 0.14
20. H 0.13
21. H 0.12
22. H 0.09
23. H 0.10
24. H 0.14
25. H 0.12
26. O 0.19
27. C -0.49
28. O 0.17
29. C -0.09
30. C 0.02
31. C -0.06
32. C -0.32
33. C -0.07
34. C -0.03
35. N 0.04
36. C 0.00
37. C -0.24
38. C 0.05
39. C 0.03
40. C 0.03
41. C -0.05
42. N -0.05
43. H 0.14
44. H 0.14
45. H 0.14
46. H 0.16
47. H 0.15
48. H 0.15
49. H 0.14
50. H 0.14
51. H 0.14
52. H 0.12
53. C 0.04
54. C -0.30
55. C 0.01
56. C 0.19
57. C -0.20
58. C 0.05
59. N 0.15
60. H 0.11
61. H 0.06
62. H 0.11
63. H 0.16
64. H 0.16
65. H 0.11
66. H 0.11
67. H 0.10